Molecular formula: C64H52BIO9P
Method: DFT, ωB97M-V/def2-TZVPD

Each line ends with the Mulliken charge.
Atoms and positions in Å:
C 2.87 -2.20 3.64  -0.900
C 2.82 -2.99 2.29  -0.460
C 1.69 -4.08 2.30  -0.442
O 0.43 -3.49 2.13  -0.586
B -0.66 -4.23 2.81  0.767
C -0.99 -5.72 2.14  -0.695
I -0.62 -5.69 -0.04  -0.192
C -0.25 -6.94 2.80  -0.312
C -0.60 -7.17 4.30  -1.001
P -2.21 -3.11 3.08  -0.098
C -3.33 -3.75 4.45  -0.670
C -3.16 -2.79 1.49  -0.597
H 2.56 -2.90 4.45  0.350
H 2.21 -1.30 3.63  0.017
H 3.90 -1.86 3.90  0.343
H 3.80 -3.52 2.21  0.350
H 2.70 -2.33 1.40  0.183
H 1.80 -4.69 3.22  0.232
H 1.92 -4.76 1.44  0.139
H -0.24 -4.49 3.93  -0.249
H -2.09 -5.93 2.24  0.427
H -0.59 -7.85 2.25  0.402
H 0.85 -6.85 2.66  0.263
H -1.01 -6.28 4.82  0.197
H -1.36 -7.98 4.40  0.327
H 0.28 -7.51 4.90  0.268
H -3.03 -4.78 4.77  0.241
H -3.15 -3.12 5.35  0.300
H -4.41 -3.72 4.20  -0.034
H -3.21 -1.69 1.31  0.307
H -4.23 -3.12 1.59  -0.044
H -2.73 -3.27 0.58  0.204
C 2.33 1.41 2.48  -0.687
C 1.33 1.23 1.53  -0.794
C 1.56 1.59 0.21  -0.629
C 2.78 2.14 -0.16  0.445
C 3.77 2.34 0.80  0.697
C 3.55 1.96 2.12  -0.871
C 5.07 2.97 0.43  0.308
O 5.93 3.14 1.27  -0.668
C 5.28 3.39 -0.97  0.394
C 6.46 4.04 -1.32  -0.718
C 6.68 4.43 -2.64  -0.523
C 5.72 4.17 -3.61  -0.704
C 4.53 3.54 -3.26  -0.570
C 4.31 3.15 -1.94  0.670
C 3.02 2.51 -1.58  0.405
O 2.18 2.29 -2.43  -0.733
H 2.15 1.12 3.51  0.593
H 0.37 0.81 1.81  0.564
H 0.78 1.45 -0.54  0.518
H 4.32 2.10 2.87  0.511
H 7.22 4.24 -0.57  0.488
H 7.60 4.93 -2.90  0.402
H 5.89 4.47 -4.63  0.459
H 3.78 3.34 -4.02  0.543
C 3.92 -2.16 -3.62  -0.731
C 3.55 -0.83 -3.76  -0.404
C 3.86 -0.14 -4.93  -0.787
C 4.56 -0.78 -5.95  0.331
C 4.95 -2.12 -5.79  0.175
C 4.62 -2.81 -4.63  -0.563
C 5.73 -2.80 -6.85  0.626
O 6.07 -3.96 -6.72  -0.668
C 6.10 -2.04 -8.07  0.121
C 6.88 -2.65 -9.05  -0.548
C 7.22 -1.95 -10.20  -0.456
C 6.77 -0.64 -10.38  -0.462
C 6.00 -0.03 -9.41  -0.550
C 5.67 -0.72 -8.25  0.174
C 4.87 -0.04 -7.19  0.553
O 4.48 1.10 -7.35  -0.677
H 3.67 -2.70 -2.71  0.555
H 3.02 -0.32 -2.97  0.586
H 3.57 0.89 -5.04  0.522
H 4.91 -3.84 -4.51  0.479
H 7.23 -3.66 -8.91  0.466
H 7.83 -2.42 -10.96  0.395
H 7.03 -0.10 -11.28  0.392
H 5.66 0.99 -9.55  0.465
C -10.34 -2.45 5.65  -0.371
C -9.00 -2.79 5.80  -0.641
C -8.26 -3.20 4.71  -0.309
C -8.86 -3.29 3.45  0.109
C -10.21 -2.97 3.30  0.365
C -10.95 -2.54 4.40  -0.676
C -10.87 -3.10 1.98  0.565
O -12.05 -2.82 1.85  -0.693
C -10.08 -3.59 0.83  0.224
C -10.70 -3.78 -0.40  -0.601
C -9.96 -4.22 -1.49  -0.433
C -8.60 -4.48 -1.35  -0.540
C -7.98 -4.30 -0.13  -0.514
C -8.72 -3.87 0.97  0.153
C -8.05 -3.71 2.28  0.401
O -6.86 -3.94 2.40  -0.625
H -10.92 -2.12 6.50  0.383
H -8.54 -2.73 6.78  0.415
H -7.21 -3.46 4.83  0.510
H -11.99 -2.28 4.29  0.458
H -11.76 -3.58 -0.52  0.458
H -10.45 -4.37 -2.45  0.389
H -8.02 -4.82 -2.21  0.408
H -6.92 -4.50 -0.02  0.525
C -2.39 10.19 2.09  -0.448
C -2.37 9.47 3.28  -0.481
C -1.40 8.50 3.50  -0.546
C -0.44 8.25 2.51  0.193
C -0.48 8.96 1.31  0.117
C -1.45 9.94 1.11  -0.572
C 0.50 8.67 0.24  0.675
O 0.48 9.29 -0.81  -0.678
C 1.51 7.60 0.46  0.292
C 2.40 7.28 -0.56  -1.130
C 3.36 6.29 -0.36  -0.186
C 3.43 5.63 0.86  -0.360
C 2.54 5.95 1.88  -1.012
C 1.57 6.93 1.68  0.177
C 0.61 7.23 2.76  0.517
O 0.67 6.65 3.83  -0.664
H -3.15 10.95 1.93  0.397
H -3.12 9.65 4.05  0.394
H -1.38 7.94 4.42  0.465
H -1.47 10.50 0.19  0.462
H 2.35 7.79 -1.51  0.472
H 4.05 6.04 -1.16  0.394
H 4.18 4.86 1.02  0.886
H 2.60 5.42 2.83  0.538

Computed properties:
HOMO level, eV: -3.2
M, g/mol: 1133.80
Kohn-Sham gap, Ha: 0.1277
Total charge: -1
Electronic energy, eV: -103708.9825